ORCA calculation (wB97M-V/def2-TZVPD) on a cluster of 2 separate species, C4H12O3 in total.

Positions of all 19 atoms, in Å:
O -0.496373 -2.307083 0.360687
C -1.181308 -2.042941 -0.886357
C -1.323909 -0.529015 -0.958885
C -0.050897 0.276254 -0.921602
C -0.099596 1.635472 -0.283711
O 1.118034 2.260092 -0.215181
H 0.216818 -1.685549 0.628266
H -2.084146 -2.684568 -0.690329
H -0.489270 -2.454851 -1.701769
H -1.885644 -0.347422 -0.043388
H -2.179177 -0.300255 -1.709602
H 0.953936 -0.029269 -0.399326
H 0.334509 0.374737 -1.959783
H -0.786025 2.168440 -0.861975
H -0.512747 1.494817 0.710423
H 1.153911 2.263667 0.787873
O 2.579848 0.954837 2.575076
H 1.880675 0.899664 3.233073
H 2.851362 0.052974 2.336510

Cartesian forces, eV/Å:
0.595 -0.394 0.965
2.437 -0.709 0.749
-2.978 -0.756 0.239
3.306 -0.188 -1.122
-2.075 -1.444 -0.440
0.969 0.417 2.747
-0.880 -0.386 -1.028
0.498 1.100 -1.066
-1.351 0.419 0.654
0.021 0.316 0.437
2.069 0.242 0.438
-2.012 -1.090 -0.618
-0.253 0.218 0.372
-1.291 1.590 -0.729
-0.407 0.056 0.288
1.467 0.570 -1.886
0.078 -0.072 -0.334
0.117 -0.323 0.039
-0.312 0.435 0.298

Summary:
SMILES: OCCCCO.O

Atom charges from the Mulliken analysis, given in e for atoms 1 to 6: atom 1 (O): -0.531, atom 2 (C): -0.368, atom 3 (C): -0.567, atom 4 (C): -0.184, atom 5 (C): -0.805, atom 6 (O): -0.486


ORCA calculation (wB97M-V/def2-TZVPD) on a cluster of 3 separate species, C4H12O3 in total.

Positions of all 19 atoms, in Å:
C -0.548434 2.510769 -0.593603
C -0.959575 1.523537 0.482075
C -1.169252 0.220322 0.257182
C -0.918739 -0.845660 1.315789
O -1.253814 -0.243614 -1.031483
H -0.822028 2.248569 -1.630028
H 0.532516 2.421179 -0.608096
H -1.059800 3.462225 -0.419342
H -0.816463 1.883395 1.489924
H -1.648008 -1.672403 1.307071
H -1.204893 -0.337358 2.251720
H 0.130336 -1.160808 1.372566
H -1.454370 0.497128 -1.592057
O 1.676441 -2.810588 -0.525655
H 1.371363 -3.182831 0.310454
H 0.888889 -2.654566 -1.072206
O 2.518385 -0.289705 -0.158195
H 2.661061 -0.407931 -1.097590
H 2.076385 -1.161661 -0.058526

Cartesian forces, eV/Å:
-1.199 -0.852 -0.268
-0.030 -0.367 -0.379
1.404 0.182 0.224
-1.684 0.897 0.486
-0.110 -1.157 0.520
-0.207 -0.148 0.346
0.321 1.043 0.150
0.932 0.214 0.036
-0.077 -0.178 0.157
0.566 -0.024 -0.524
0.593 -0.176 -0.064
-0.373 0.024 -0.201
-0.068 0.470 -0.461
-0.348 -0.204 -0.161
-0.136 -0.085 -0.203
0.130 -0.167 0.344
-0.518 -0.611 -0.076
0.487 0.647 -0.495
0.316 0.492 0.569

Summary:
SMILES: C/C=C(/C)O.O.O

Atom charges from the Mulliken analysis, given in e for atoms 1 to 6: atom 1 (C): -1.189, atom 2 (C): -0.108, atom 3 (C): 0.472, atom 4 (C): -1.068, atom 5 (O): -0.486, atom 6 (H): 0.369


Record order is preserved below.
Frontier orbital gap: 10.4; 9.0 eV
Record order is preserved below.
E_tot: -10483.1173; -10484.0346 eV